Here is 8 unconnected molecules or ions with the total composition C42H114F2N18O12P6 from the OMol25 dataset. Energies are from ωB97M-V/def2-TZVPD.

Values from the calculation:
E_tot   -157968.640 eV
Charge   0
SMILES   CN(C)P(=O)(N(C)C)N(C)C.CN(C)P(=O)(N(C)C)N(C)C.CN(C)P(=O)(N(C)C)N(C)C.CN(C)P(=O)(N(C)C)N(C)C.CN(C)P(=O)(N(C)C)N(C)C.CN(C)P(=O)(N(C)C)N(C)C.O=C1OC[C@@H](F)O1.O=C1OC[C@@H](F)O1
Energy relative to the best compared isomer or geometry (same formula, charge and spin)   35.1 kcal per mole

Bonds (Å) are listed after each position.
Atoms and positions in Å:
1 C 1.27291 -2.44131 -6.32602  N2 1.471, H12 1.098, H13 1.082, H14 1.092
2 N 0.99928 -1.01995 -6.06242  C1 1.471, C3 1.440, P4 1.698
3 C -0.14047 -0.62401 -5.27564  N2 1.440, H15 1.095, H16 1.096, H17 1.091
4 P 1.69801 0.08570 -7.14475  N2 1.698, O5 1.482, N6 1.657, N9 1.686
5 O 2.68777 -0.55007 -8.04643  P4 1.482
6 N 0.40864 0.76120 -7.93587  P4 1.657, C7 1.481, C8 1.454
7 C -0.42465 1.83816 -7.35309  N6 1.481, H18 1.089, H19 1.095, H20 1.090
8 C -0.03267 0.41059 -9.27607  N6 1.454, H21 1.091, H22 1.101, H23 1.087
9 N 2.37826 1.35592 -6.27001  P4 1.686, C10 1.467, C11 1.442
10 C 3.16208 0.92778 -5.10642  N9 1.467, H24 1.093, H25 1.088, H26 1.093
11 C 2.72427 2.61030 -6.89228  N9 1.442, H27 1.091, H28 1.095, H29 1.092
12 H 0.78987 -2.90306 -5.45492  C1 1.098
13 H 2.32674 -2.68307 -6.27352  C1 1.082
14 H 0.64908 -2.83410 -7.13169  C1 1.092
15 H 0.18958 0.29981 -4.78837  C3 1.095
16 H -0.27841 -1.21028 -4.36044  C3 1.096
17 H -1.04160 -0.61982 -5.89136  C3 1.091
18 H 0.13666 2.11905 -6.46262  C7 1.089
19 H -0.40915 2.71010 -8.01464  C7 1.095
20 H -1.47556 1.59117 -7.20014  C7 1.090
21 H 0.82065 0.26638 -9.94017  C8 1.091
22 H -0.53388 -0.56962 -9.25409  C8 1.101
23 H -0.80910 1.06254 -9.66748  C8 1.087
24 H 3.48229 1.80314 -4.53591  C10 1.093
25 H 2.54702 0.32549 -4.44122  C10 1.088
26 H 4.08810 0.42927 -5.40578  C10 1.093
27 H 2.36434 2.60578 -7.92224  C11 1.091
28 H 3.81253 2.69783 -6.97261  C11 1.095
29 H 2.31883 3.46771 -6.35129  C11 1.092
30 C -0.17983 -4.53140 0.30809  N31 1.444, H41 1.100, H42 1.094, H43 1.090
31 N -0.90337 -5.21961 -0.73475  C30 1.444, C32 1.448, P33 1.703
32 C -2.16879 -4.65560 -1.15426  N31 1.448, H44 1.098, H45 1.085, H46 1.098
33 P -0.25086 -6.50135 -1.64643  N31 1.703, O34 1.475, N35 1.689, N38 1.700
34 O -1.20665 -7.08320 -2.60818  P33 1.475
35 N 1.17280 -5.81481 -2.24312  P33 1.689, C36 1.443, C37 1.471
36 C 1.14916 -4.64191 -3.08393  N35 1.443, H47 1.096, H48 1.095, H49 1.092
37 C 2.23091 -6.70082 -2.75187  N35 1.471, H50 1.088, H51 1.092, H52 1.097
38 N 0.32297 -7.66743 -0.55025  P33 1.700, C39 1.467, C40 1.477
39 C 1.59232 -7.45140 0.15268  N38 1.467, H53 1.091, H54 1.096, H55 1.093
40 C -0.64079 -8.44680 0.25291  N38 1.477, H56 1.097, H57 1.088, H58 1.087
41 H 0.77142 -4.07667 -0.00462  C30 1.100
42 H 0.15775 -5.21003 1.09757  C30 1.094
43 H -0.75757 -3.71058 0.73257  C30 1.090
44 H -2.93662 -4.82610 -0.38794  C32 1.098
45 H -2.56060 -4.99277 -2.10868  C32 1.085
46 H -2.06753 -3.56265 -1.16655  C32 1.098
47 H 0.48078 -3.82563 -2.78829  C36 1.096
48 H 2.09099 -4.11362 -2.90267  C36 1.095
49 H 0.90769 -4.89902 -4.11783  C36 1.092
50 H 2.51294 -7.58618 -2.18664  C37 1.088
51 H 2.08039 -6.93876 -3.80661  C37 1.092
52 H 3.15248 -6.11480 -2.65112  C37 1.097
53 H 1.81200 -6.38308 0.17528  C39 1.091
54 H 1.58161 -7.71380 1.21676  C39 1.096
55 H 2.44940 -8.03756 -0.18973  C39 1.093
56 H -1.28798 -7.69705 0.72545  C40 1.097
57 H -0.21905 -8.97168 1.10690  C40 1.088
58 H -1.25203 -9.13344 -0.32670  C40 1.087
59 C 3.51556 0.52145 -0.67105  N60 1.469, H70 1.092, H71 1.089, H72 1.090
60 N 2.68246 0.08789 0.45832  C59 1.469, C61 1.460, P62 1.697
61 C 3.40451 -0.02760 1.72179  N60 1.460, H73 1.088, H74 1.098, H75 1.089
62 P 1.06354 0.59289 0.39688  N60 1.697, O63 1.491, N64 1.647, N67 1.719
63 O 0.97284 2.05838 0.14025  P62 1.491
64 N 0.20447 -0.45104 -0.54310  P62 1.647, C65 1.478, C66 1.444
65 C -1.20066 -0.13988 -0.88052  N64 1.478, H76 1.095, H77 1.087, H78 1.086
66 C 0.88011 -1.15411 -1.60777  N64 1.444, H79 1.094, H80 1.088, H81 1.103
67 N 0.53572 0.33584 2.01236  P62 1.719, C68 1.462, C69 1.439
68 C 0.21980 -1.04026 2.39199  N67 1.462, H82 1.093, H83 1.096, H84 1.089
69 C -0.05201 1.41069 2.76708  N67 1.439, H85 1.094, H86 1.102, H87 1.087
70 H 3.30305 1.57222 -0.88060  C59 1.092
71 H 3.41621 -0.17791 -1.50002  C59 1.089
72 H 4.55157 0.45711 -0.33920  C59 1.090
73 H 2.88828 -0.60651 2.48456  C61 1.088
74 H 3.58426 0.95347 2.18106  C61 1.098
75 H 4.38590 -0.46416 1.54095  C61 1.089
76 H -1.14575 0.59709 -1.68859  C65 1.095
77 H -1.59677 -1.05830 -1.30684  C65 1.087
78 H -1.68366 0.31930 -0.02253  C65 1.086
79 H 1.85834 -1.54448 -1.31052  C66 1.094
80 H 0.25361 -1.94726 -2.00967  C66 1.088
81 H 1.28020 -0.50469 -2.40393  C66 1.103
82 H 0.75147 -1.39601 3.27855  C68 1.093
83 H -0.85689 -1.16520 2.55159  C68 1.096
84 H 0.45664 -1.64682 1.51867  C68 1.089
85 H -0.29423 1.11480 3.79203  C69 1.094
86 H -1.07100 1.65359 2.42593  C69 1.102
87 H 0.54349 2.31978 2.73307  C69 1.087
88 C 4.15249 3.58888 5.44467  N89 1.452, H99 1.098, H100 1.097, H101 1.088
89 N 2.83699 3.70416 6.04739  C88 1.452, C90 1.465, P91 1.688
90 C 1.95105 2.54288 5.93237  N89 1.465, H102 1.085, H103 1.096, H104 1.094
91 P 2.68331 4.77312 7.34410  N89 1.688, O92 1.477, N93 1.714, N96 1.671
92 O 3.10116 4.25835 8.66399  P91 1.477
93 N 3.38196 6.28319 6.93239  P91 1.714, C94 1.433, C95 1.455
94 C 3.21614 6.94359 5.67112  N93 1.433, H105 1.096, H106 1.102, H107 1.088
95 C 4.36632 6.85737 7.83730  N93 1.455, H108 1.098, H109 1.088, H110 1.093
96 N 1.07433 5.22373 7.32443  P91 1.671, C97 1.458, C98 1.444
97 C 0.22452 5.20440 6.13993  N96 1.458, H111 1.090, H112 1.098, H113 1.092
98 C 0.39126 5.78611 8.46563  N96 1.444, H114 1.091, H115 1.101, H116 1.093
99 H 4.14948 3.47359 4.35318  C88 1.098
100 H 4.59020 2.64924 5.80256  C88 1.097
101 H 4.70013 4.51094 5.62658  C88 1.088
102 H 0.97742 2.68418 6.39072  C90 1.085
103 H 2.55198 1.75642 6.40318  C90 1.096
104 H 1.84824 2.49410 4.84454  C90 1.094
105 H 3.16457 8.02972 5.80937  C94 1.096
106 H 4.11471 6.85216 5.03978  C94 1.102
107 H 2.36975 6.64970 5.05427  C94 1.088
108 H 5.12478 6.12618 8.14664  C95 1.098
109 H 4.97655 7.61870 7.35504  C95 1.088
110 H 3.84936 7.09859 8.76909  C95 1.093
111 H 0.68951 4.62266 5.34428  C97 1.090
112 H -0.68207 4.63762 6.38852  C97 1.098
113 H -0.09539 6.17513 5.75410  C97 1.092
114 H 0.33400 6.86592 8.60965  C98 1.091
115 H 1.01173 5.43474 9.30508  C98 1.101
116 H -0.53191 5.26183 8.72594  C98 1.093
117 C -5.41901 -2.16785 5.21438  N118 1.472, H128 1.086, H129 1.090, H130 1.093
118 N -4.02355 -2.02654 4.76933  C117 1.472, C119 1.458, P120 1.655
119 C -3.53877 -0.65110 4.78846  N118 1.458, H131 1.088, H132 1.094, H133 1.095
120 P -3.23307 -3.19516 3.90357  N118 1.655, O121 1.500, N122 1.717, N125 1.667
121 O -2.94639 -2.89772 2.46193  P120 1.500
122 N -1.81652 -3.43394 4.84488  P120 1.717, C123 1.461, C124 1.451
123 C -0.82613 -4.36688 4.31309  N122 1.461, H134 1.086, H135 1.095, H136 1.099
124 C -1.37042 -2.64681 5.97913  N122 1.451, H137 1.093, H138 1.089, H139 1.096
125 N -3.98985 -4.65404 4.18059  P120 1.667, C126 1.445, C127 1.479
126 C -3.99227 -5.45232 5.38533  N125 1.445, H140 1.097, H141 1.099, H142 1.086
127 C -4.48179 -5.35979 2.97770  N125 1.479, H143 1.088, H144 1.090, H145 1.093
128 H -5.69074 -1.38329 5.91389  C117 1.086
129 H -5.55198 -3.14926 5.66894  C117 1.090
130 H -6.05168 -2.16094 4.32259  C117 1.093
131 H -2.49329 -0.62067 4.48799  C119 1.088
132 H -3.65584 -0.20827 5.78141  C119 1.094
133 H -4.11253 0.03931 4.16092  C119 1.095
134 H -1.17101 -4.91584 3.44241  C123 1.086
135 H 0.13009 -3.84120 4.22010  C123 1.095
136 H -0.62335 -5.09430 5.11180  C123 1.099
137 H -0.74878 -1.80679 5.65816  C124 1.093
138 H -2.23963 -2.43552 6.60085  C124 1.089
139 H -0.76150 -3.27309 6.64058  C124 1.096
140 H -4.95409 -5.86538 5.71215  C126 1.097
141 H -3.48585 -6.40408 5.17412  C126 1.099
142 H -3.51529 -4.91991 6.20323  C126 1.086
143 H -4.82463 -4.59906 2.27977  C127 1.088
144 H -5.29149 -5.98382 3.35688  C127 1.090
145 H -3.69350 -5.93795 2.48883  C127 1.093
146 C -4.99713 5.08956 -6.45568  N147 1.446, H157 1.090, H158 1.094, H159 1.096
147 N -4.99912 3.91405 -5.61342  C146 1.446, C148 1.451, P149 1.708
148 C -5.16885 2.69030 -6.37511  N147 1.451, H160 1.090, H161 1.097, H162 1.093
149 P -3.88525 3.83119 -4.32158  N147 1.708, O150 1.474, N151 1.703, N154 1.689
150 O -2.44386 3.94647 -4.60843  P149 1.474
151 N -4.31880 5.13025 -3.30916  P149 1.703, C152 1.457, C153 1.467
152 C -5.67665 5.64280 -3.18322  N151 1.457, H163 1.100, H164 1.088, H165 1.093
153 C -3.44359 5.45420 -2.17762  N151 1.467, H166 1.088, H167 1.090, H168 1.093
154 N -4.40271 2.48821 -3.43757  P149 1.689, C155 1.458, C156 1.472
155 C -3.41180 1.62636 -2.80361  N154 1.458, H169 1.090, H170 1.093, H171 1.093
156 C -5.79359 2.40836 -2.96175  N154 1.472, H172 1.090, H173 1.092, H174 1.087
157 H -4.81421 5.97437 -5.84592  C146 1.090
158 H -5.96769 5.19601 -6.94918  C146 1.094
159 H -4.26152 5.04620 -7.26736  C146 1.096
160 H -5.40380 1.85206 -5.71979  C148 1.090
161 H -4.32054 2.41357 -7.01317  C148 1.097
162 H -6.01164 2.85255 -7.05267  C148 1.093
163 H -5.61599 6.73545 -3.29243  C152 1.100
164 H -6.34359 5.34252 -3.98834  C152 1.088
165 H -6.11499 5.51080 -2.19043  C152 1.093
166 H -2.63289 6.07148 -2.55926  C153 1.088
167 H -3.99555 6.01275 -1.42122  C153 1.090
168 H -3.08641 4.57271 -1.63978  C153 1.093
169 H -2.42798 1.93219 -3.15833  C155 1.090
170 H -3.36903 1.69763 -1.71332  C155 1.093
171 H -3.66092 0.60657 -3.10951  C155 1.093
172 H -6.02942 3.00458 -2.07990  C156 1.090
173 H -5.91025 1.36781 -2.65200  C156 1.092
174 H -6.49825 2.63112 -3.75862  C156 1.087
175 O 4.50817 7.12641 -0.52407  C176 1.182
176 C 3.78364 6.21824 -0.30625  O175 1.182, O177 1.334, O181 1.369
177 O 3.69035 5.50098 0.81410  C176 1.334, C178 1.416
178 C 3.06820 4.26285 0.52126  O177 1.416, C179 1.524, H182 1.093, H183 1.083
179 C 2.07722 4.70332 -0.54940  C178 1.524, F180 1.342, O181 1.440, H184 1.085
180 F 0.90601 5.19975 -0.12118  C179 1.342
181 O 2.82836 5.76144 -1.17383  C176 1.369, C179 1.440
182 H 3.84437 3.68356 0.01491  C178 1.093
183 H 2.65237 3.72285 1.36338  C178 1.083
184 H 1.94377 3.95853 -1.32721  C179 1.085
185 O 3.86784 -2.72635 -1.23982  C186 1.190
186 C 4.61189 -3.55682 -0.82369  O185 1.190, O187 1.346, O191 1.353
187 O 4.22612 -4.82584 -0.59554  C186 1.346, C188 1.441
188 C 5.26860 -5.48906 0.14578  O187 1.441, C189 1.521, H192 1.090, H193 1.093
189 C 6.40149 -4.47536 0.20209  C188 1.521, F190 1.370, O191 1.414, H194 1.090
190 F 7.49930 -4.94358 -0.47018  C189 1.370
191 O 5.90570 -3.34619 -0.49007  C186 1.353, C189 1.414
192 H 4.91929 -5.93309 1.07783  C188 1.090
193 H 5.46457 -6.37692 -0.46015  C188 1.093
194 H 6.79258 -4.27688 1.20026  C189 1.090